No. 1
Here is a 2-piece molecular cluster, C6H11N3 overall from the OMol25 dataset. Energies are from wB97M-V/def2-TZVPD.

ΔE to the lowest compared entry with this formula, charge and spin: 4.0442 eV
HOMO level: -7.171 eV
orbital gap: 7.8267 eV

XYZ file:
```
20
Properties=species:S:1:pos:R:3:nbo_charge:R:1
C 0.65264 1.34884 -1.09751 0.223
C -1.46040 1.45150 1.48694 0.370
C -2.14875 2.41932 0.72268 -0.785
C 1.80468 -1.47832 0.58967 -0.431
C -0.12317 -1.88955 -0.69472 -0.400
C 0.97476 0.08092 -1.38647 -0.515
N 0.27485 2.45224 -0.96219 -0.508
N -1.02547 0.54693 1.99366 -0.437
N 0.77451 -0.86756 -0.22328 -0.376
H -2.37232 3.31169 1.30211 0.252
H -1.49613 2.58161 -0.24582 0.335
H -3.03532 2.11117 0.33271 0.246
H 2.77567 -1.04209 0.28174 0.236
H 1.48799 -1.41265 1.60566 0.234
H 2.06798 -2.50154 0.37417 0.214
H -0.52467 -2.60336 0.20085 0.196
H -0.98354 -1.40307 -1.15696 0.240
H 0.47332 -2.60321 -1.32024 0.213
H 1.68114 -0.16798 -2.18711 0.229
H 0.20224 -0.33488 0.38412 0.462
```

No. 2
Here is a 2-piece molecular cluster, C6H11N3O overall from the OMol25 dataset. Energies are from wB97M-V/def2-TZVPD.

ΔE to the lowest compared entry with this formula, charge and spin: 0.1576 eV
HOMO level: -8.680 eV
SMILES: Cc1c[nH]cn1.CC(N)=O
orbital gap: 9.5979 eV

XYZ file:
```
21
Properties=species:S:1:pos:R:3:nbo_charge:R:1
C -0.09284 1.99516 -1.89152 -0.637
C 1.05622 1.30042 -1.20608 0.081
C 1.66746 1.74615 -0.06041 -0.126
N 2.51311 0.73254 0.31982 -0.506
C 2.34811 -0.27205 -0.55110 0.179
N 1.48962 0.04074 -1.48723 -0.487
H -1.01011 1.79245 -1.33627 0.211
H -0.21052 1.60010 -2.89914 0.228
H 0.04844 3.06859 -1.89372 0.221
H 1.71808 2.71301 0.41695 0.215
H 2.98039 0.75275 1.21132 0.423
H 2.85716 -1.21805 -0.54760 0.205
C -2.38474 -2.16357 1.75637 -0.711
C -1.13639 -1.49847 1.24647 0.671
N -1.23151 -0.84293 0.06733 -0.821
O -0.09230 -1.54338 1.87374 -0.638
H -3.25213 -2.05046 1.10984 0.205
H -2.60220 -1.79079 2.75314 0.240
H -2.19286 -3.23190 1.85644 0.239
H -0.41240 -0.34106 -0.24531 0.415
H -2.06062 -0.78926 -0.49304 0.392
```

No. 3
Here is a 2-piece molecular cluster, C6H11N3O overall from the OMol25 dataset. Energies are from wB97M-V/def2-TZVPD.

ΔE to the lowest compared entry with this formula, charge and spin: 1.7575 eV
HOMO level: -7.955 eV
SMILES: Cc1c[nH]cn1.CC(N)=O
orbital gap: 8.6189 eV

XYZ file:
```
21
Properties=species:S:1:pos:R:3:nbo_charge:R:1
C 1.02050 1.90405 2.14142 -0.642
C 1.41030 0.87126 1.25092 0.086
C 1.60490 0.96982 -0.12662 -0.113
N 2.00589 -0.27473 -0.50749 -0.525
C 2.09759 -1.16272 0.59705 0.151
N 1.78724 -0.44033 1.68113 -0.461
H 0.48539 2.70057 1.49060 0.213
H 1.79592 2.15843 2.76610 0.225
H 0.38098 1.46278 2.91552 0.226
H 1.43877 1.79593 -0.82671 0.214
H 1.87724 -0.48792 -1.46332 0.403
H 2.38700 -2.21237 0.76232 0.223
C -2.16354 -0.51736 -2.53354 -0.711
C -2.18124 -0.52987 -1.06593 0.638
N -3.15440 0.04095 -0.33935 -0.820
O -1.25354 -1.13612 -0.49895 -0.617
H -2.80431 0.26009 -2.94815 0.209
H -2.57164 -1.38177 -3.06595 0.247
H -1.10228 -0.36148 -3.03026 0.245
H -2.98648 0.26480 0.63421 0.412
H -4.07446 0.39768 -0.66260 0.397
```

No. 4
Here is a 2-piece molecular cluster, C6H11N3O overall from the OMol25 dataset. Energies are from wB97M-V/def2-TZVPD.

ΔE to the lowest compared entry with this formula, charge and spin: 0.9277 eV
HOMO level: -8.921 eV
SMILES: Cc1c[nH]cn1.CC(N)=O
orbital gap: 9.6224 eV

XYZ file:
```
21
Properties=species:S:1:pos:R:3:nbo_charge:R:1
C 0.78256 1.58245 -0.34165 -0.632
C -0.68910 1.64343 -0.53526 0.085
C -1.63441 0.70304 -0.87994 -0.123
N -2.85376 1.35368 -0.59271 -0.525
C -2.57637 2.48005 0.11706 0.175
N -1.29912 2.73770 0.02687 -0.466
H 1.03566 1.38467 0.70224 0.207
H 1.22075 2.54252 -0.62813 0.237
H 1.35040 0.88091 -0.95921 0.209
H -1.81537 -0.28267 -1.25511 0.223
H -3.71351 0.82205 -0.55508 0.407
H -3.25064 3.06416 0.71757 0.204
C 2.11019 -2.15120 -0.42276 -0.732
C 1.29631 -2.60148 0.73796 0.667
N 0.85516 -1.64205 1.62680 -0.828
O 0.93666 -3.75396 0.87135 -0.609
H 1.87100 -2.82353 -1.25488 0.252
H 3.16896 -2.39263 -0.37404 0.247
H 2.04138 -1.10993 -0.69675 0.216
H 0.10932 -1.75493 2.29561 0.406
H 1.05393 -0.68229 1.40006 0.380
```

No. 5
Here is one molecule with the formula C6H11N3O from the OMol25 dataset. Energies are from wB97M-V/def2-TZVPD.

ΔE to the lowest compared entry with this formula, charge and spin: 3.0711 eV
HOMO level: -10.597 eV
SMILES: CC(C)(C)NNC(=O)C#N
orbital gap: 11.0470 eV

XYZ file:
```
21
Properties=species:S:1:pos:R:3:nbo_charge:R:1
C 1.17302 -0.00259 -0.77277 -0.641
C -0.04415 0.03065 0.20015 0.103
C 0.17266 -0.89587 1.40678 -0.658
C -1.33320 -0.38385 -0.58170 -0.636
N -0.24071 1.42964 0.77386 -0.443
N -0.54030 2.35806 -0.23430 -0.441
C -1.85321 2.78471 -0.40281 0.586
O -2.34645 3.31963 -1.37758 -0.522
C -2.71006 2.48395 0.76180 0.177
N -3.51880 2.25613 1.54085 -0.257
H 1.28192 -1.01920 -1.08789 0.227
H 0.98620 0.66482 -1.69758 0.202
H 2.21180 0.27877 -0.27326 0.214
H -0.45866 -0.81550 2.25826 0.238
H 1.16436 -0.87957 1.85070 0.214
H 0.07544 -2.03580 1.32611 0.229
H -1.50490 0.51637 -1.20203 0.210
H -1.17096 -1.36942 -1.15795 0.232
H -2.05097 -0.49557 0.32224 0.237
H 0.64256 1.65894 1.11689 0.355
H -0.00897 2.27373 -1.00525 0.374
```

No. 6
Here is a 2-piece molecular cluster, C6H11N3O2 overall from the OMol25 dataset. Energies are from wB97M-V/def2-TZVPD.

ΔE to the lowest compared entry with this formula, charge and spin: 0.8084 eV
HOMO level: -9.294 eV
SMILES: [H]/N=C(/N)CC#C.NC(=O)CO
orbital gap: 9.9499 eV

XYZ file:
```
22
Properties=species:S:1:pos:R:3:nbo_charge:R:1
H -1.80241 0.92427 -1.73435 0.338
N -0.94004 0.52271 -1.38068 -0.700
C -0.67260 1.06332 -0.24810 0.458
N 0.44641 0.64179 0.41999 -0.825
C -1.52832 2.15681 0.35611 -0.558
C -0.74350 3.23135 0.95818 -0.023
C -0.03092 4.07822 1.44484 -0.230
H 0.79956 1.26056 1.14710 0.391
H 1.20937 0.37936 -0.20710 0.398
H -2.13462 1.69158 1.15328 0.260
H -2.26325 2.54174 -0.37416 0.254
H 0.60747 4.84538 1.86475 0.246
N 0.67075 -2.31219 1.03543 -0.822
C -0.08847 -2.40793 -0.09056 0.648
O -1.30279 -2.63500 -0.10964 -0.619
C 0.71846 -2.21620 -1.35954 -0.195
O 2.12008 -2.30427 -1.08120 -0.732
H 0.18750 -2.14803 1.91416 0.397
H 1.55476 -1.87201 0.94140 0.399
H 0.40229 -2.98627 -2.08411 0.194
H 0.49137 -1.22843 -1.75175 0.247
H 2.29894 -3.22674 -0.81405 0.473
```

No. 7
Here is an isolated ion of composition C6H11N4 and charge +1 from the OMol25 dataset. Energies are from wB97M-V/def2-TZVPD.

ΔE to the lowest compared entry with this formula, charge and spin: 3.9668 eV
HOMO level: -14.081 eV
SMILES: C/[NH+]=C1\N=NN[C@]2(C)C[C@H]12
orbital gap: 9.2019 eV
charge: +1

XYZ file:
```
21
Properties=species:S:1:pos:R:3:nbo_charge:R:1
C 3.44287 -0.28433 0.29901 -0.400
N 2.22803 0.46235 -0.23398 -0.495
C 1.11734 -0.24392 -0.27779 0.538
N 1.09884 -1.53848 -0.17817 -0.372
N 0.01662 -2.27052 -0.16093 0.159
N -1.14148 -1.83334 0.06995 -0.225
C -1.44898 -0.41183 0.02907 0.081
C -2.65257 0.12839 0.74551 -0.628
C -1.16003 0.04885 -1.37628 -0.401
C -0.27894 0.55554 -0.24116 -0.289
H 3.19529 -0.72671 1.22537 0.225
H 4.22017 0.40805 0.41732 0.226
H 3.84622 -0.96527 -0.33484 0.228
H 2.20649 1.38951 -0.59909 0.433
H -2.00010 -2.34464 0.04245 0.433
H -2.63446 0.18256 1.74650 0.239
H -3.62759 -0.48641 0.57025 0.242
H -2.68521 1.22040 0.56355 0.248
H -1.80347 0.74569 -1.84417 0.250
H -0.70830 -0.59365 -2.10154 0.239
H -0.44093 1.57930 0.10905 0.271
```

No. 8
Here is an isolated ion of composition C6H11N4 and charge +1 from the OMol25 dataset. Energies are from wB97M-V/def2-TZVPD.

ΔE to the lowest compared entry with this formula, charge and spin: 4.9395 eV
HOMO level: -14.105 eV
SMILES: CC1=CC[N+](N)=NN=C1C
orbital gap: 9.2252 eV
charge: +1

XYZ file:
```
21
Properties=species:S:1:pos:R:3:nbo_charge:R:1
C 2.07455 -0.01867 -1.55271 -0.635
C 0.94586 -0.01766 -0.48048 -0.024
C 0.76637 0.97685 0.42975 -0.167
C -0.32539 0.86402 1.45610 -0.313
N -1.61958 1.09268 0.79049 0.118
N -2.40169 2.24310 0.89536 -0.591
N -1.92610 0.25748 -0.12011 0.090
N -1.27270 -0.85807 -0.27232 -0.230
C -0.05059 -1.04891 -0.48998 0.305
C 0.34571 -2.51900 -0.50874 -0.692
H 1.77789 0.39409 -2.57685 0.258
H 2.38293 -1.04500 -1.71974 0.239
H 2.85015 0.58936 -1.00052 0.240
H 1.53776 1.79965 0.58539 0.255
H -0.39271 -0.27238 1.72410 0.259
H -0.35199 1.61401 2.40840 0.272
H -2.53261 2.63521 1.79789 0.414
H -3.09607 2.33183 0.18122 0.425
H 1.03236 -2.91954 0.32487 0.261
H 0.77875 -3.04470 -1.42307 0.269
H -0.52290 -3.05432 -0.44905 0.247
```

No. 9
Here is a 2-piece molecular cluster, C6H11N5 overall from the OMol25 dataset. Energies are from wB97M-V/def2-TZVPD.

ΔE to the lowest compared entry with this formula, charge and spin: 7.7305 eV
HOMO level (spin up / spin down): -17.163 / -16.998 eV
orbital gap (spin up / spin down): 6.9623 / 6.6649 eV
charge: +2

XYZ file:
```
22
Properties=species:S:1:pos:R:3:nbo_charge:R:1
C 0.92704 2.61214 -0.30073 -0.221
C 0.36622 2.97732 0.91164 0.036
C 0.74700 1.24548 -0.45801 0.026
C -0.39946 -2.61624 -2.11512 0.277
C 0.95175 0.41554 -1.47610 -0.123
C 0.14350 -1.58270 0.49365 -0.564
N -0.16540 1.80385 1.49843 -0.264
N -0.64576 -3.26314 -3.03831 -0.558
N 0.00074 0.78222 0.68901 0.156
N -0.35699 -0.43150 1.08265 0.116
N -1.16608 -0.34807 2.20619 -0.676
H 1.53114 3.35880 -0.95048 0.326
H 0.11645 3.93434 1.38691 0.297
H 1.37265 0.86937 -2.44303 0.280
H 0.54883 -0.57920 -1.57515 0.246
H -0.12478 -1.96960 -0.61620 0.281
H 1.19570 -1.49805 0.52883 0.249
H -0.32093 -2.38515 1.07262 0.271
H -0.99599 -3.52451 -3.95006 0.487
H -0.79496 -0.84951 3.07203 0.446
H -0.87783 1.77120 2.21154 0.487
H -2.05284 -0.72259 1.76971 0.426
```

No. 10
Here is C6H11N7O2 as an isolated structure from the OMol25 dataset. Energies are from wB97M-V/def2-TZVPD.

HOMO level: -15.852 eV
orbital gap: 8.4715 eV
charge: +2

XYZ file:
```
26
Properties=species:S:1:pos:R:3:nbo_charge:R:1
C 0.60942 2.21075 -1.40957 0.359
C -1.21245 -0.47051 -0.47526 0.562
C 1.03575 -1.63555 -0.12806 0.724
C -2.09164 0.36310 1.71884 0.555
C -0.81975 0.95927 -0.14536 0.215
C 1.36815 0.79220 0.47758 0.551
N -0.58184 1.88462 -1.19136 -0.488
N 1.62227 1.64886 -0.67529 -0.626
N -0.23952 -1.48117 -0.63367 -0.575
N 1.63722 -0.58165 0.40544 -0.596
N -2.15413 -0.60519 -1.34925 -0.732
N 1.66791 -2.78983 -0.31015 -0.701
N -1.59337 1.39056 1.03042 -0.552
O -2.02564 -0.76315 1.17527 -0.503
O 1.55259 1.45123 1.68999 -0.622
H 0.85341 3.02354 -2.13971 0.259
H -2.53087 0.50354 2.62169 0.216
H 2.32449 2.30816 -0.44992 0.425
H -0.66554 -2.32471 -0.92134 0.420
H 2.50884 -1.00488 0.79284 0.419
H -2.69961 0.16867 -1.66966 0.454
H -2.43097 -1.56998 -1.64713 0.426
H 1.26842 -3.52830 -0.69492 0.425
H 2.55963 -2.97438 0.17799 0.444
H -1.42475 2.26608 1.45075 0.452
H 1.46196 0.75875 2.29983 0.489
```

No. 11
Here is a 2-piece molecular cluster, C6H11NO overall from the OMol25 dataset. Energies are from wB97M-V/def2-TZVPD.

ΔE to the lowest compared entry with this formula, charge and spin: 2.7305 eV
HOMO level: -8.923 eV
SMILES: C=C(C)O.C=CN=C
orbital gap: 9.6956 eV

XYZ file:
```
19
Properties=species:S:1:pos:R:3:nbo_charge:R:1
C -0.12228 1.09506 -0.13785 -0.512
C -0.79277 1.90673 -0.94018 0.315
C -0.50833 2.15064 -2.37808 -0.677
O -1.93341 2.51986 -0.47211 -0.684
H 0.75210 0.58400 -0.51015 0.200
H -0.42984 0.89788 0.87864 0.219
H 0.39083 1.65367 -2.73478 0.231
H -1.34414 1.77635 -2.98082 0.224
H -0.41264 3.21385 -2.62242 0.212
H -2.10212 3.30752 -1.00373 0.472
C 1.30688 -1.37522 2.57293 -0.461
C 0.53058 -2.38138 2.20166 -0.035
N 0.72204 -3.14848 1.04054 -0.402
C 0.41289 -2.65556 -0.07486 -0.038
H 2.14534 -1.05009 1.97413 0.199
H 1.14005 -0.86739 3.50987 0.206
H -0.28643 -2.71984 2.83465 0.201
H 0.55780 -3.24578 -0.97504 0.170
H -0.02656 -1.66182 -0.18238 0.160
```

No. 12
Here is one molecule with the formula C6H11NO from the OMol25 dataset. Energies are from wB97M-V/def2-TZVPD.

ΔE to the lowest compared entry with this formula, charge and spin: 2.2493 eV
HOMO level: -8.968 eV
SMILES: C=N/C=C/CCCO
orbital gap: 9.7499 eV

XYZ file:
```
19
Properties=species:S:1:pos:R:3:nbo_charge:R:1
C 0.18042 3.43784 -1.03952 -0.038
N -0.77978 2.74897 -1.46385 -0.418
C -0.86312 1.35310 -1.22175 -0.057
C 0.14392 0.54630 -0.90479 -0.183
C -0.01988 -0.86338 -0.45728 -0.435
C 0.01621 -0.93387 1.07716 -0.410
C -0.09602 -2.33981 1.60982 -0.061
O 1.21155 -2.93993 1.54325 -0.733
H 0.98525 3.06595 -0.39292 0.138
H 0.21119 4.49322 -1.31599 0.171
H -1.86709 0.99042 -1.42584 0.191
H 1.10881 1.01824 -0.79080 0.190
H -0.90425 -1.33381 -0.91598 0.206
H 0.79052 -1.49631 -0.82666 0.217
H -0.76125 -0.28141 1.47275 0.210
H 0.98373 -0.50963 1.34895 0.216
H -0.78711 -2.95116 1.03794 0.162
H -0.43228 -2.32523 2.64243 0.165
H 1.18834 -3.78324 2.00760 0.469
```